(1)
This record from OMol25 describes a molecular structure, C10H14N3S at a distorted geometry. The level of theory is the ωB97M-V functional and the def2-TZVPD basis.

The geometry in XYZ format:
```
28
Properties=species:S:1:pos:R:3:forces:R:3:nbo_charge:R:1
C -2.52898 -2.26961 0.66183 0.43 0.04 -0.38 -0.238
C -1.19222 -1.92184 0.43485 -0.59 1.70 0.34 -0.240
C -0.12021 2.52528 2.43420 -0.29 0.24 -0.44 -0.098
C -0.03381 1.29112 1.89307 0.54 -3.06 0.70 -0.140
C -3.42544 -1.58411 -0.08472 -0.35 -0.26 -1.46 -0.357
C -0.29484 2.80552 0.32704 0.80 -1.06 -2.69 0.146
C -1.14216 -0.81424 -0.39164 1.00 -0.41 -1.79 -0.327
C 2.47812 0.71816 -0.89414 1.09 -0.74 1.16 -0.647
C -0.06509 0.09489 -0.78284 1.93 1.78 6.34 -0.005
C 1.42538 -0.33061 -0.56880 -0.82 0.69 -2.94 -0.012
N -0.26614 3.43242 1.40840 -0.23 2.23 3.29 -0.429
N -0.11265 1.47179 0.51356 0.08 -3.13 -1.64 -0.396
N 1.52518 -1.56469 -1.59946 -1.67 1.03 -0.89 -0.729
S -2.64061 -0.52798 -1.18220 -0.24 0.17 1.09 0.529
H -2.67477 -3.00252 1.38771 -1.04 -1.13 0.89 0.240
H -0.47744 -2.35316 1.10127 0.90 0.10 -0.06 0.236
H -0.14514 2.82316 3.46209 0.12 0.04 0.20 0.225
H 0.11947 0.25006 2.42714 -0.47 2.36 -1.45 0.220
H -4.46303 -1.78252 -0.29421 -0.18 0.00 0.51 0.261
H -0.22585 3.32428 -0.61261 -0.38 -0.33 -0.48 0.198
H 2.38101 1.01016 -1.88561 -0.53 1.14 -1.83 0.216
H 2.44484 1.55868 -0.19311 -0.35 -0.17 -0.28 0.282
H 3.54081 0.37167 -0.87190 -0.89 -0.35 0.42 0.243
H -0.15545 0.74468 -1.56858 -0.60 1.18 -2.30 0.234
H 1.64422 -0.71242 0.37911 -0.21 -1.09 1.41 0.235
H 0.53292 -1.90296 -1.67918 0.94 -0.47 0.80 0.457
H 2.15488 -2.21945 -1.18936 0.41 -1.08 -0.04 0.444
H 1.71697 -1.43576 -2.63190 0.60 0.59 1.52 0.451
```
Positions in Å, forces in eV/Å.

Net charge: +1
Max |F|: 0.133 Eh/bohr
Gap between HOMO and LUMO: 7.7 eV
E_HOMO: -11.59 eV



(2)
This record from OMol25 describes 9 unconnected molecules or ions with the total composition C48H119N9O10 at a distorted geometry. The level of theory is the ωB97M-V functional and the def2-TZVPD basis.

The geometry in XYZ format:
```
186
Properties=species:S:1:pos:R:3:forces:R:3:lowdin_charge:R:1
C -1.21642 -7.49757 2.78329 -0.65 -0.06 0.53 -0.032
C -0.74511 -6.11651 3.29841 0.06 -0.99 -0.41 -0.515
C -0.91310 -5.17116 2.12480 -0.27 0.22 -0.83 -0.156
C -0.91057 -3.69897 2.42261 0.13 0.68 0.57 -0.190
C -1.97431 -3.42942 3.48012 -0.02 -1.13 -0.25 -0.128
C -1.83537 -4.31144 4.75071 -0.07 1.38 -0.02 -0.501
N -1.66538 -5.73049 4.37071 -0.43 0.72 -0.30 -0.081
O -1.43908 -6.51725 5.53122 0.02 0.05 0.00 -0.019
C -0.74204 -3.73409 5.65723 0.18 -1.04 0.73 -0.030
C -3.15871 -4.18102 5.50831 -1.01 -0.41 0.32 -0.053
C 0.73189 -6.20982 3.67626 0.36 -0.07 1.00 -0.024
H -1.38713 -8.17771 3.62053 0.53 -0.11 -0.01 0.077
H -0.54832 -7.93869 2.04538 0.17 0.03 0.12 0.085
H -2.20981 -7.42397 2.33310 0.09 0.28 -0.15 0.080
H -0.16794 -5.42061 1.36390 0.01 -0.07 0.09 0.116
H -1.88888 -5.35511 1.66093 0.03 -0.21 0.03 0.125
H -1.17893 -3.12853 1.53008 0.11 -0.08 -0.09 0.099
H 0.06157 -3.30627 2.74404 0.05 -0.18 0.06 0.095
H -2.91949 -3.74953 3.02739 -0.15 0.39 -0.03 0.122
H -2.00722 -2.36954 3.72641 -0.17 -0.06 0.27 0.104
H 0.24657 -3.74174 5.19925 -0.05 0.30 -0.04 0.068
H -0.99544 -2.76510 6.08689 -0.04 0.23 -0.49 0.075
H -0.68990 -4.38628 6.53642 0.23 -0.04 -0.10 0.082
H -3.17065 -4.73049 6.45407 0.25 -0.01 -0.02 0.079
H -3.47839 -3.16704 5.76181 0.62 0.22 -0.10 0.084
H -4.01672 -4.55571 4.93923 0.30 -0.24 -0.24 0.085
H 0.94198 -6.89651 4.50228 -0.48 -0.06 0.03 0.086
H 1.10755 -5.25152 4.04263 0.18 0.05 -0.43 0.067
H 1.33865 -6.60642 2.86181 -0.08 0.38 -0.25 0.077
H -2.32373 -6.83881 5.73946 0.12 -0.13 0.00 0.105
C 0.75941 3.87253 -3.02051 -0.35 -0.70 0.71 -0.028
C 2.09532 3.15299 -3.16267 0.50 -0.15 -1.26 -0.502
C 3.04064 4.10235 -3.93636 -0.65 -0.11 -0.81 -0.152
C 4.46785 3.65683 -3.93311 0.80 -0.05 1.15 -0.176
C 4.88997 3.63924 -2.46171 1.17 -0.26 0.25 -0.141
C 4.08330 2.73225 -1.50605 -0.63 0.23 -1.88 -0.499
N 2.64739 2.91694 -1.84196 0.34 1.31 1.17 -0.083
O 1.81975 2.08758 -1.05828 0.06 -0.43 -0.18 -0.052
C 4.48903 1.27843 -1.74348 0.30 -0.51 0.57 -0.028
C 4.40510 3.22261 -0.10846 -0.74 -0.57 0.50 -0.031
C 1.95996 1.87098 -4.03460 0.39 -0.26 0.44 -0.007
H 0.05259 3.24927 -2.46143 -0.01 -0.17 -0.21 0.070
H 0.31725 4.07198 -3.99538 0.08 0.29 0.02 0.077
H 0.87593 4.75344 -2.38706 0.10 0.29 -0.41 0.089
H 2.70757 4.13340 -4.98041 -0.33 0.06 0.16 0.122
H 2.94553 5.12291 -3.55735 0.14 -0.04 0.18 0.125
H 5.11058 4.32756 -4.50700 -0.07 0.17 0.12 0.115
H 4.64822 2.67380 -4.37271 -0.37 -0.06 -0.04 0.105
H 4.94030 4.64544 -2.03771 -0.41 0.15 -0.23 0.117
H 5.92136 3.28302 -2.33908 0.01 -0.01 -0.25 0.121
H 5.47290 1.05436 -1.32018 0.04 0.15 -0.02 0.091
H 3.80071 0.58087 -1.25972 -0.11 0.13 -0.03 0.064
H 4.53125 1.01241 -2.79865 -0.04 0.18 -0.04 0.064
H 3.84978 2.64152 0.63584 0.29 -0.18 0.06 0.078
H 5.47690 3.12219 0.05742 -0.01 0.01 0.17 0.091
H 4.08952 4.25080 0.05955 0.12 0.16 -0.31 0.081
H 1.30152 1.13829 -3.56475 -0.20 0.06 -0.15 0.080
H 2.92804 1.37724 -4.14364 0.02 0.05 0.24 0.052
H 1.68213 2.05831 -5.07297 -0.52 0.25 0.19 0.083
H 1.44129 2.63857 -0.35845 0.14 0.11 -0.15 0.079
C -1.98820 -1.23448 -4.77118 -1.27 -1.32 0.03 -0.128
O -1.45283 -0.23732 -5.58301 0.58 -0.31 -0.12 -0.170
C -2.20638 0.95722 -5.50491 0.42 -0.17 0.76 -0.211
C -1.47627 2.06110 -6.26796 -0.93 -0.36 -0.39 -0.190
N -2.24077 2.49660 -7.43138 0.72 -0.48 -0.22 -0.075
C -1.62903 3.57313 -8.18594 -0.80 0.30 0.41 -0.221
C -2.66516 4.13548 -9.15390 0.89 0.46 -0.36 -0.215
O -2.20481 5.37002 -9.70093 -0.17 -0.35 0.02 -0.195
C -1.26368 5.21050 -10.74165 -0.37 -0.33 -0.16 -0.119
H -2.09504 -0.93552 -3.72629 -0.07 0.18 -0.02 0.062
H -1.52025 -2.22381 -4.76811 1.30 0.64 -0.29 0.085
H -2.95218 -1.60090 -5.16541 -0.45 0.77 0.21 0.092
H -2.25568 1.26352 -4.44885 -0.09 -0.10 0.04 0.106
H -3.24046 0.74885 -5.80571 0.03 0.29 -0.40 0.124
H -0.53436 1.64354 -6.62177 0.12 0.05 0.09 0.120
H -1.26910 2.86339 -5.55052 0.14 0.28 -0.16 0.102
H -3.21437 2.66804 -7.23369 0.02 0.21 0.22 0.103
H -0.74960 3.24940 -8.74706 -0.02 -0.32 0.12 0.116
H -1.29829 4.38794 -7.52573 0.01 0.12 -0.03 0.123
H -3.61319 4.35396 -8.66466 0.01 -0.02 0.15 0.122
H -2.83264 3.41413 -9.95964 -0.18 -0.03 -0.02 0.121
H -1.18027 6.18823 -11.20641 0.30 -0.04 -0.08 0.088
H -1.62019 4.48036 -11.47950 -0.20 0.15 -0.12 0.086
H -0.29420 4.81430 -10.42515 0.09 0.36 0.29 0.081
C -0.18260 -3.76934 -1.21223 0.27 0.11 0.05 -0.061
C 0.61091 -3.71315 -2.49119 1.16 -0.39 -0.04 -0.419
C 1.24858 -2.34228 -2.69787 -1.30 0.77 -0.27 -0.212
O 1.88182 -2.24748 -3.97059 0.74 -0.44 0.43 -0.183
C 3.22225 -1.78870 -3.84454 -0.44 0.57 -0.68 -0.097
N 1.68774 -4.74544 -2.43380 -0.23 0.87 -0.25 0.060
H 0.48948 -3.58394 -0.36662 0.04 0.09 0.02 0.065
H -0.55783 -4.78332 -1.07526 -0.39 0.16 -0.01 0.083
H -0.93839 -2.98463 -1.19600 -0.30 -0.24 0.13 0.072
H 0.01080 -3.95856 -3.37307 -0.17 0.14 0.13 0.134
H 1.88565 -2.08410 -1.84591 0.47 -0.28 -0.15 0.111
H 0.49068 -1.54278 -2.69454 -0.24 -0.17 0.07 0.113
H 3.63447 -1.58540 -4.83573 -0.22 -0.32 -0.14 0.091
H 3.86095 -2.52901 -3.35957 0.03 0.20 0.36 0.087
H 3.19172 -0.80091 -3.37127 0.39 -0.29 0.49 0.056
H 2.26812 -4.47721 -3.23074 0.18 -0.53 0.08 0.063
H 2.26199 -4.52807 -1.61135 -0.09 -0.23 -0.23 0.042
C -4.43735 1.38821 2.03646 0.49 0.45 0.80 -0.071
C -5.40261 1.65174 0.90184 0.31 0.63 -0.73 -0.454
C -5.79975 0.34751 0.20518 0.55 0.45 0.87 -0.228
O -6.37961 0.61254 -1.03653 -0.24 0.34 -0.16 -0.173
C -6.51629 -0.50771 -1.87090 0.06 -0.32 -0.10 -0.108
N -6.52604 2.48612 1.32956 0.11 -0.32 0.40 0.044
H -4.21145 2.33087 2.54322 -0.41 0.03 0.12 0.067
H -3.43336 1.06334 1.74809 -0.29 -0.44 -0.45 0.059
H -4.81922 0.69325 2.78943 -0.07 -0.04 -0.07 0.083
H -4.87166 2.31038 0.20435 0.08 -0.35 -0.30 0.126
H -6.47870 -0.12571 0.93118 -0.22 -0.42 -0.38 0.132
H -4.90137 -0.27460 0.11255 -0.07 -0.15 -0.15 0.113
H -5.54175 -0.94823 -2.11246 0.04 -0.04 0.11 0.076
H -6.97026 -0.19637 -2.80967 -0.07 0.17 0.09 0.088
H -7.14665 -1.28192 -1.42163 -0.01 -0.01 0.06 0.090
H -7.05906 2.80178 0.53043 -0.08 -0.14 -0.03 0.071
H -7.13883 1.95122 1.93753 -0.12 0.12 -0.06 0.072
C -0.62785 -0.18118 2.33182 -0.39 -0.85 0.36 -0.058
C 0.33072 -0.28958 1.15410 -0.92 0.72 -0.22 -0.411
C -0.37212 0.22169 -0.10838 0.29 0.47 -0.50 -0.201
O -1.55221 -0.52223 -0.38921 0.35 0.34 0.00 -0.176
C -2.38821 0.22522 -1.22480 -0.99 0.02 -0.46 -0.121
N 1.54006 0.42492 1.45716 0.76 0.12 0.15 0.062
H -0.98468 0.79792 2.65543 0.41 0.38 -0.58 0.054
H -0.15743 -0.60668 3.22362 -0.05 -0.19 -0.05 0.073
H -1.52540 -0.74941 2.07512 0.05 -0.12 0.23 0.066
H 0.54767 -1.35047 0.98756 0.05 -0.07 0.07 0.115
H 0.27142 0.25630 -0.99868 0.23 -0.67 0.11 0.104
H -0.59818 1.29798 -0.04638 -0.34 -0.03 0.68 0.104
H -1.88698 0.73938 -2.05282 0.39 -0.13 0.10 0.079
H -2.96747 0.98655 -0.68683 0.21 0.07 0.22 0.079
H -3.12480 -0.43902 -1.68172 0.07 -0.15 0.09 0.077
H 1.37933 1.30325 1.95758 -0.08 -0.15 -0.18 0.040
H 2.11389 0.58921 0.63741 -0.09 0.06 0.02 0.052
C 4.72164 -2.01348 0.41381 -0.31 -1.19 0.07 -0.042
C 3.55942 -2.90603 0.90826 -0.69 2.10 -0.19 -0.434
C 3.88974 -4.38650 0.95350 0.43 0.93 0.73 -0.215
O 3.92515 -4.88465 -0.35758 -0.20 -0.56 0.32 -0.216
C 4.14757 -6.29827 -0.35535 0.53 0.93 -0.03 -0.081
N 3.09025 -2.37796 2.18214 -0.25 -0.52 1.46 0.044
H 5.64446 -2.22642 0.95521 0.04 -0.03 -0.01 0.079
H 4.48799 -0.95904 0.54122 -0.13 0.02 -0.18 0.058
H 4.82199 -2.29519 -0.63664 0.45 0.45 -0.06 0.073
H 2.78227 -2.70505 0.16044 -0.21 -0.61 -0.31 0.102
H 3.19847 -4.92165 1.61907 -0.27 -0.08 -0.32 0.118
H 4.87266 -4.44962 1.44699 0.06 -0.32 -0.14 0.131
H 5.10383 -6.48055 0.14662 0.00 -0.25 -0.06 0.088
H 4.22092 -6.57475 -1.40331 -0.18 -0.32 0.09 0.090
H 3.36106 -6.82414 0.18901 -0.14 -0.06 -0.20 0.086
H 2.22754 -2.78975 2.53129 0.26 -0.61 -0.29 0.045
H 2.84115 -1.39298 2.22998 0.56 0.19 -0.77 0.039
C 1.44605 4.91218 1.87753 -0.81 0.73 -0.36 -0.046
C 0.34327 4.27695 2.67990 0.11 -1.03 0.68 -0.419
C -0.92550 3.94702 1.92679 -1.59 -0.25 0.14 -0.216
O -1.52493 5.08676 1.34538 0.77 0.29 -0.29 -0.169
C -2.63556 4.79866 0.54139 -0.30 0.04 -0.26 -0.108
N 0.80903 2.97534 3.22347 -0.27 0.31 -0.05 0.036
H 2.36586 5.02017 2.44908 0.11 -0.31 -0.09 0.082
H 1.11983 5.92222 1.61168 0.13 -0.05 -0.16 0.085
H 1.56456 4.35218 0.94987 0.47 -0.01 0.00 0.063
H 0.05358 4.92803 3.51586 -0.01 0.22 -0.19 0.141
H -1.64631 3.52797 2.65446 0.08 0.18 0.28 0.121
H -0.90703 3.10617 1.21801 0.92 0.26 -0.38 0.109
H -3.09377 5.73484 0.22562 -0.10 0.12 0.46 0.091
H -3.33916 4.17959 1.10103 -0.32 0.02 -0.06 0.073
H -2.42280 4.30966 -0.41929 0.52 -0.37 0.23 0.086
H 1.54846 3.16907 3.89229 0.06 -0.12 -0.06 0.068
H 0.04866 2.55051 3.77552 0.46 0.10 -0.09 0.023
C 1.02740 0.26129 6.10285 1.23 0.71 0.18 -0.047
C 0.01959 1.33044 6.50197 -0.72 -0.39 -0.93 -0.403
C 0.65678 2.63109 6.99586 0.19 -0.93 0.20 -0.195
O 1.33131 2.27996 8.19065 0.17 0.08 0.27 -0.194
C 1.31404 3.26564 9.19617 -0.28 0.65 -0.43 -0.108
N -0.87010 1.63309 5.33998 -0.98 -0.35 0.82 0.024
H 1.80141 0.24608 6.87477 -0.18 -0.38 0.15 0.080
H 1.59811 0.54011 5.20988 -0.36 0.14 -0.20 0.079
H 0.65213 -0.74743 5.94203 -0.36 0.10 0.16 0.062
H -0.62113 0.91240 7.28419 0.31 0.19 0.41 0.138
H -0.10094 3.40106 7.17146 -0.09 -0.04 0.04 0.122
H 1.37093 3.00745 6.25620 -0.01 0.09 -0.05 0.120
H 0.28403 3.59829 9.37172 -0.02 -0.12 0.26 0.085
H 1.86490 4.16708 8.90051 0.17 -0.08 -0.05 0.088
H 1.75285 2.87999 10.11111 -0.03 -0.23 -0.06 0.088
H -1.32153 0.74584 5.10265 0.49 -0.05 -0.39 0.072
H -1.68990 2.08587 5.75642 0.26 0.49 -0.26 0.085
```
Positions in Å, forces in eV/Å.

Net charge: 0
Max |F|: 0.043 Eh/bohr
Gap between HOMO and LUMO: 8.7 eV
E_HOMO: -8.30 eV